{"formula": "C26H86N35O18", "method": "the ωB97M-V functional and the def2-TZVPD basis", "symbols": ["C", "C", "C", "C", "C", "C", "N", "O", "C", "C", "C", "H", "H", "H", "H", "H", "H", "H", "H", "H", "H", "H", "H", "H", "H", "H", "H", "H", "H", "C", "O", "N", "N", "H", "H", "H", "H", "C", "O", "N", "N", "H", "H", "H", "H", "C", "O", "N", "N", "H", "H", "H", "H", "C", "O", "N", "N", "H", "H", "H", "H", "C", "O", "N", "N", "H", "H", "H", "H", "C", "O", "N", "N", "H", "H", "H", "H", "C", "O", "N", "N", "H", "H", "H", "H", "C", "O", "N", "N", "H", "H", "H", "H", "C", "O", "N", "N", "H", "H", "H", "H", "C", "O", "N", "N", "H", "H", "H", "H", "C", "O", "N", "N", "H", "H", "H", "H", "C", "O", "N", "N", "H", "H", "H", "H", "C", "O", "N", "N", "H", "H", "H", "H", "C", "O", "N", "N", "H", "H", "H", "H", "C", "O", "N", "N", "H", "H", "H", "H", "C", "O", "N", "N", "H", "H", "H", "H", "C", "O", "N", "N", "H", "H", "H", "H"], "coordinates": [[-0.01360, 2.63091, -0.88746], [-1.19946, 1.83001, -0.40892], [-2.15126, 1.58959, -1.65831], [-1.53972, 0.62872, -2.67171], [-1.32479, -0.69619, -2.04188], [-0.41932, -0.61609, -0.75659], [-0.98993, 0.46405, 0.11433], [-0.04843, 0.64003, 1.23043], [1.05055, -0.28466, -1.23478], [-0.37826, -1.89782, -0.01291], [-1.89517, 2.63524, 0.63832], [0.84671, 2.68171, -0.16781], [-0.27281, 3.66452, -0.97321], [0.34764, 2.27572, -1.81517], [-2.35327, 2.53892, -2.07486], [-3.15305, 1.13583, -1.28623], [-0.64669, 1.03099, -3.15205], [-2.20232, 0.54731, -3.55403], [-1.01857, -1.51041, -2.76095], [-2.27145, -1.04998, -1.70177], [1.21188, 0.05228, -2.28253], [1.60542, -1.19512, -1.18094], [1.39803, 0.47844, -0.62151], [0.53218, -2.00711, 0.60705], [-0.56357, -2.84898, -0.58641], [-1.20035, -1.83404, 0.77382], [-1.17273, 3.17281, 1.27877], [-2.62564, 2.10932, 1.30993], [-2.42840, 3.44656, 0.13244], [-5.70692, 0.46516, 1.60598], [-6.33887, 0.59540, 0.57596], [-5.72044, -0.63479, 2.45387], [-4.96380, 1.40852, 2.15021], [-6.16992, -1.50012, 2.15600], [-5.05167, -0.76392, 3.18918], [-5.15844, 2.38655, 1.84328], [-4.28708, 1.27864, 2.91056], [-1.54719, -4.38448, 3.94517], [-0.52035, -3.73889, 4.31834], [-1.80086, -5.67771, 4.21363], [-2.40591, -3.76389, 3.10088], [-2.76439, -5.94577, 4.29601], [-1.26475, -6.05983, 4.99830], [-2.35615, -2.74053, 3.10964], [-3.28541, -4.13947, 2.70820], [3.09753, 3.16356, -3.51426], [3.53779, 4.09695, -2.85207], [1.80566, 2.95345, -3.87498], [4.04214, 2.21274, -4.02873], [1.21060, 3.50751, -3.29557], [1.54061, 1.99762, -3.99363], [3.71146, 1.28920, -4.12175], [5.00186, 2.34375, -3.77715], [6.69134, 4.78784, -0.19569], [6.77898, 5.93603, -0.48495], [7.29308, 4.22857, 0.90074], [6.07450, 3.87627, -1.07552], [6.60698, 3.64538, 1.32852], [7.46273, 5.00110, 1.52840], [5.84692, 2.99957, -0.78473], [5.65462, 4.19414, -1.96374], [-5.80384, 1.77281, -2.56514], [-5.54507, 2.08788, -3.73895], [-5.66324, 0.53453, -2.14441], [-6.33377, 2.53453, -1.57462], [-5.16966, -0.14307, -2.65955], [-5.91223, 0.36339, -1.18775], [-6.39326, 3.54026, -1.76505], [-6.27142, 2.16357, -0.64576], [-0.44641, -1.64873, -5.58773], [-0.12108, -2.46122, -4.73877], [0.41235, -0.73158, -6.07412], [-1.76883, -1.60980, -5.94462], [1.34771, -0.77220, -5.65918], [0.17859, 0.08523, -6.59171], [-2.02727, -0.82522, -6.55531], [-2.31371, -1.89671, -5.13298], [3.80400, 1.17473, 1.31489], [4.74002, 1.89998, 1.67108], [2.50407, 1.50495, 1.46533], [4.06892, -0.00599, 0.70333], [1.75702, 0.80280, 1.38176], [2.26032, 2.27200, 2.02286], [5.04121, -0.28873, 0.70600], [3.31410, -0.65278, 0.42348], [-2.52163, 0.59375, 4.14033], [-3.56265, -0.11788, 4.36847], [-1.30142, 0.13485, 3.78240], [-2.66169, 1.99426, 4.04101], [-1.22810, -0.84908, 3.92989], [-0.54270, 0.38782, 2.04648], [-3.33350, 2.45928, 4.64121], [-1.79504, 2.52963, 4.09415], [2.57152, 5.57794, 1.29956], [2.01946, 6.28493, 2.18691], [2.25177, 5.91568, -0.03538], [3.35664, 4.51693, 1.53603], [2.96280, 5.69679, -0.78168], [1.68169, 6.73580, -0.14467], [3.83032, 4.02600, 0.77243], [3.52045, 4.22665, 2.46798], [3.30523, -2.34574, 3.82150], [3.66563, -2.84973, 2.74318], [2.20793, -2.87311, 4.50613], [3.93080, -1.29969, 4.35878], [1.66497, -3.53995, 4.02261], [1.77514, -2.66293, 5.40986], [3.52883, -0.82435, 5.14288], [4.60725, -0.90297, 3.73701], [-3.14139, 1.35961, -6.20817], [-2.16127, 0.87706, -6.87241], [-4.34651, 0.65814, -6.27736], [-2.99270, 2.40228, -5.33196], [-5.08601, 1.07361, -5.77869], [-4.41978, 0.10990, -7.07045], [-3.84815, 2.61072, -4.82692], [-2.17675, 3.03661, -5.43077], [1.66818, 3.71213, 4.71987], [1.91085, 2.93776, 5.61026], [0.88928, 3.47263, 3.64202], [2.30195, 4.94161, 4.62355], [0.25691, 2.66134, 3.60706], [0.55664, 4.28896, 3.20420], [2.33504, 5.62521, 3.82568], [2.82639, 5.21912, 5.41220], [-1.36120, -4.93818, -2.26252], [-1.71735, -5.38979, -1.17651], [-2.17679, -4.38941, -3.14372], [-0.05825, -4.95101, -2.76498], [-3.07079, -4.01345, -2.83806], [-1.82614, -4.08335, -4.03178], [0.25722, -4.54238, -3.59852], [0.65354, -5.08271, -2.08618], [3.11605, -4.59457, -0.68393], [3.70923, -4.77783, -1.74421], [2.38188, -5.63484, -0.15405], [3.04451, -3.40567, 0.01949], [1.78791, -5.41770, 0.62430], [2.17327, -6.36885, -0.76216], [3.08211, -3.45076, 1.06683], [3.65608, -2.70859, -0.44834], [-4.54897, -4.29890, 0.77407], [-5.60969, -3.98997, 1.21221], [-3.75185, -3.30947, 0.13765], [-3.96826, -5.53339, 0.87844], [-2.74119, -3.36973, 0.28990], [-4.04631, -2.35916, 0.20969], [-3.18606, -5.66468, 0.23548], [-4.61732, -6.22651, 1.15453], [1.39595, -0.57150, 6.63466], [2.46712, -0.60494, 7.27199], [1.02245, 0.38282, 5.85145], [0.38135, -1.53527, 6.74965], [1.50873, 1.24450, 5.77389], [0.16927, 0.20075, 5.33554], [-0.50925, -1.52149, 6.29572], [0.67927, -2.43257, 7.01728], [3.29006, -1.70136, -3.98849], [3.10314, -0.76618, -4.70509], [2.34799, -2.49693, -3.49300], [4.52605, -2.01785, -3.63222], [1.44773, -2.41571, -3.94173], [2.61053, -3.23428, -2.88682], [5.36924, -1.43568, -3.93053], [4.70546, -2.72671, -2.94343]], "atomic_forces_ev_per_a": [[1.430, 0.012, 1.483], [-1.153, -1.480, -1.508], [-0.539, -1.388, 1.760], [-0.709, 0.779, -1.109], [0.814, -1.486, 0.583], [0.785, 1.705, -2.793], [1.139, -0.207, 1.016], [-0.723, -0.512, -0.620], [-1.355, -0.647, -1.349], [-1.388, -1.401, 2.424], [-0.952, 0.901, 1.366], [-0.752, -0.478, -0.466], [-0.530, 0.758, -0.341], [0.487, -0.320, -0.896], [-0.353, 1.143, -0.627], [1.573, 0.792, -0.477], [0.361, 0.072, 0.311], [-0.067, -0.118, 0.460], [0.374, 0.951, 0.781], [-1.150, -0.278, 0.454], [-0.648, -0.104, 0.454], [0.693, -0.481, 0.294], [1.120, 1.081, 1.143], [-0.310, -0.036, -0.518], [0.412, 1.098, 0.163], [0.712, -0.262, -0.870], [-0.136, -0.446, -0.068], [0.827, 0.181, -0.866], [-0.179, -0.017, -0.021], [0.506, -2.187, 2.973], [-1.024, -0.021, -1.134], [-1.255, -1.166, -1.774], [1.026, 3.849, -0.137], [0.237, 0.524, -0.255], [0.511, 0.606, 0.405], [0.634, -1.483, 0.285], [-0.791, -0.165, -0.379], [2.084, 2.959, -0.418], [-1.957, -1.876, -0.130], [0.368, -1.531, 1.444], [-1.350, 0.887, -0.506], [-0.286, 0.034, -0.314], [-0.066, 0.375, -0.646], [0.098, -0.666, -0.017], [1.136, -0.038, 0.791], [3.656, -1.213, -0.255], [-0.958, 0.257, -0.283], [0.313, 0.493, 0.194], [-1.891, 1.937, 0.407], [-0.610, 0.109, 0.186], [-0.259, -0.445, -0.207], [-0.141, -1.361, -0.447], [0.005, 0.099, 0.322], [-0.677, -2.109, -2.523], [0.232, 2.496, -0.385], [-0.264, 0.243, 0.695], [0.688, 3.189, -0.696], [-0.232, -1.194, 0.683], [0.347, 0.035, 0.222], [-0.616, -2.828, 0.978], [0.236, 0.032, 1.226], [-0.147, 0.069, -0.881], [0.026, 0.933, 0.179], [-0.024, -1.412, 0.863], [-0.001, 2.258, -1.373], [0.403, -0.500, -0.675], [0.055, -0.606, 0.420], [0.027, -0.895, 0.404], [-0.181, 0.058, 0.563], [-1.386, 1.403, -0.276], [0.934, -1.511, 1.025], [1.100, -0.690, 0.348], [0.605, -0.152, -0.324], [-0.133, 0.092, -0.270], [-0.688, 0.237, -0.273], [-0.404, -0.176, 0.699], [-0.217, 0.310, -0.799], [0.174, 0.349, 0.297], [0.120, 0.403, -0.023], [-0.087, -1.792, -0.769], [-0.561, -0.979, -0.577], [0.406, 0.499, -0.065], [-0.118, 1.188, 0.807], [-0.492, -0.071, -0.044], [0.931, 0.657, 0.445], [0.299, -1.999, -0.834], [1.112, 1.333, 0.053], [-0.612, 1.811, 0.494], [0.290, 0.844, 0.461], [-0.342, -0.912, -0.031], [-0.237, 0.068, 0.199], [-0.180, -0.655, 0.004], [-0.254, -0.593, -0.184], [-1.849, 2.270, -0.620], [0.838, -1.350, -0.599], [2.129, -1.627, 0.037], [0.206, 0.289, -1.660], [-1.342, 0.326, 1.031], [0.277, 0.104, 0.154], [-0.383, 0.183, 0.645], [0.276, -0.193, 0.733], [-1.926, -1.402, 0.461], [-0.138, 0.162, 0.110], [1.047, 0.494, 0.091], [0.216, -0.123, -0.104], [-0.380, -0.615, -0.688], [0.932, 0.638, -0.792], [0.101, 0.396, 0.373], [0.198, 0.478, 0.242], [2.188, -1.972, -1.029], [-1.770, 1.913, 0.794], [2.608, 2.433, 1.892], [-0.314, -0.554, -1.089], [-1.448, 0.102, 0.393], [-0.520, -1.097, -1.471], [0.305, 0.620, 0.379], [-1.219, -0.993, 0.203], [1.411, 1.843, -0.776], [0.020, -0.513, 0.977], [-1.169, -1.659, -0.491], [-0.109, 0.445, -0.545], [0.722, 0.422, 0.253], [-0.421, 0.894, -0.814], [-0.777, -1.123, 0.487], [0.481, -0.085, 0.836], [1.708, -0.154, -0.234], [0.620, 0.215, 0.013], [-2.457, 0.966, -1.014], [-0.608, -1.299, 2.174], [0.361, -0.499, -0.024], [0.204, 0.337, -0.030], [-0.233, 0.908, -1.143], [0.445, -0.357, 0.495], [-0.651, -0.695, 0.406], [0.017, 0.934, -0.253], [0.665, 1.939, 1.082], [0.992, -0.109, -0.546], [-0.317, -0.274, 0.001], [-0.262, -1.221, -0.707], [0.119, 0.418, -0.884], [-0.531, -0.722, 0.985], [2.426, 1.561, -1.133], [-2.590, 0.004, 1.025], [1.050, -1.393, 0.088], [0.637, 1.479, -0.491], [-0.481, -0.284, -0.318], [-0.662, 0.316, 0.370], [-0.247, -0.617, 0.149], [-0.205, -0.915, -0.042], [0.236, -1.238, 2.119], [-0.875, -0.712, -0.809], [-1.232, 0.663, -1.634], [0.945, -0.051, 0.719], [0.389, 0.852, -0.083], [0.064, 0.766, -0.448], [-0.018, 0.386, -0.478], [0.214, -0.990, 0.673], [0.557, -1.670, 1.387], [-1.372, 3.261, -2.573], [-0.642, 0.342, -0.137], [4.464, 0.481, 0.489], [-0.640, -0.266, 0.207], [0.058, -0.864, 0.322], [-2.232, -1.131, 0.570], [-0.005, -0.301, -0.036]], "lowdin_charge": [-0.040, -0.510, -0.102, -0.206, -0.134, -0.450, -0.019, -0.108, -0.008, -0.039, -0.046, 0.093, 0.080, 0.025, 0.093, 0.139, 0.090, 0.098, 0.115, 0.092, 0.082, 0.038, 0.021, 0.079, 0.088, 0.091, 0.075, 0.073, 0.085, -0.664, -0.011, 0.171, 0.163, 0.091, 0.049, 0.136, 0.052, -0.640, -0.035, 0.152, 0.171, 0.095, 0.117, 0.100, 0.081, -0.610, 0.000, 0.176, 0.160, 0.084, 0.079, 0.024, 0.080, -0.700, 0.054, 0.151, 0.162, 0.057, 0.099, 0.031, 0.085, -0.684, -0.034, 0.181, 0.169, 0.099, 0.054, 0.119, 0.053, -0.658, -0.040, 0.208, 0.162, 0.070, 0.085, 0.042, 0.097, -0.677, -0.030, 0.185, 0.168, 0.073, 0.042, 0.110, 0.083, -0.691, -0.118, 0.035, 0.090, 0.000, 0.042, 0.094, 0.064, -0.600, -0.055, 0.142, 0.193, 0.105, 0.087, 0.096, 0.079, -0.626, -0.048, 0.175, 0.198, 0.044, 0.063, 0.076, 0.102, -0.574, -0.085, 0.183, 0.170, 0.056, 0.078, 0.063, 0.137, -0.658, 0.042, 0.176, 0.146, 0.094, 0.079, 0.066, 0.081, -0.669, -0.002, 0.177, 0.185, 0.116, 0.078, 0.055, 0.057, -0.658, -0.005, 0.163, 0.154, 0.101, 0.079, 0.072, 0.097, -0.705, 0.047, 0.152, 0.164, 0.055, 0.074, 0.069, 0.094, -0.709, -0.016, 0.196, 0.137, 0.042, 0.059, 0.080, 0.067, -0.752, 0.014, 0.205, 0.163, 0.047, 0.054, 0.151, 0.075], "relative_energy_kj_mol": 0.0, "e_tot_ha": -4313.89223, "multiplicity": 1, "homo_lumo_gap_ha": 0.3067, "charge": -1, "mol_weight_g_mol": 1177.2}